{"formula": "C4H7O2Tm", "method": "ωB97M-V/def2-TZVPD", "species": ["O", "C", "C", "C", "C", "O", "Tm", "H", "H", "H", "H", "H", "H", "H"], "xyz": [[-2.2523, -0.4329, 0.9785], [-2.0683, 0.3195, -0.1846], [-0.6907, -0.0530, -0.7778], [0.2842, -0.2948, 0.3781], [1.6583, -0.2794, 0.0136], [2.6272, -0.4292, 0.8087], [5.1712, 0.1834, 0.9914], [0.2035, 0.3950, 1.2385], [-2.0142, 1.4075, 0.0564], [-2.8484, 0.0732, -0.9359], [-0.3388, 0.7422, -1.4544], [-0.8414, -0.9832, -1.3501], [-0.7882, -0.7879, 1.2231], [1.8979, 0.1397, -0.9855]], "mulliken_charge": [-0.7465, -0.4434, -0.4395, -0.6897, 0.0227, -0.5962, 0.7634, 0.3226, 0.2343, 0.2853, 0.3134, 0.2541, 0.4626, 0.2569], "multiplicity": 3, "gap_ev": [5.86, 4.99], "s2": 2.002, "total_charge": 0, "e_homo_ev": [-6.767, -6.767], "molar_mass_g_mol": 256.03}

---

{"formula": "C11H25ClErIN2OP2", "method": "ωB97M-V/def2-TZVPD", "species": ["C", "C", "H", "H", "H", "O", "I", "Er", "P", "C", "C", "H", "H", "H", "H", "H", "H", "C", "H", "H", "H", "P", "C", "C", "H", "H", "H", "C", "H", "H", "H", "H", "H", "H", "Cl", "N", "C", "C", "N", "C", "H", "H", "H", "H"], "xyz": [[0.1353, 1.5346, -4.8350], [0.3409, 1.6450, -3.3900], [0.1213, 2.5766, -5.2112], [-0.8051, 1.0041, -5.1176], [0.9993, 0.9787, -5.2469], [0.2484, 2.2104, -2.3680], [-1.4745, -2.9235, -2.4188], [-0.1063, -1.1996, -0.7202], [2.5704, -0.1762, -0.2958], [2.8785, 1.1877, 0.8948], [3.4054, -1.5775, 0.5764], [4.4804, -1.5772, 0.3380], [4.7848, -0.1492, -1.3037], [2.9361, -2.5108, 0.2311], [3.4730, -0.2708, -2.5190], [2.2505, 1.0618, 1.7848], [3.2514, -1.5059, 1.6634], [3.7906, 0.2212, -1.5898], [3.9376, 1.2047, 1.1943], [3.8272, 1.3059, -1.7528], [2.6114, 2.1346, 0.4070], [-2.5592, 0.0264, -0.1213], [-3.1290, 1.3396, 0.9980], [-3.7645, 0.1980, -1.4752], [-2.6445, -2.3810, 0.3699], [-4.2341, -1.5741, 0.6142], [-2.9233, -1.4031, 1.8389], [-3.1501, -1.4882, 0.7679], [-3.4118, -0.3679, -2.3479], [-4.7428, -0.1876, -1.1588], [-4.2165, 1.2824, 1.1213], [-2.8691, 2.3061, 0.5528], [-3.8520, 1.2611, -1.7384], [-2.6496, 1.2727, 1.9786], [0.4345, -3.3998, 0.3308], [-0.2962, 0.5934, 3.5228], [0.1520, -0.6351, 4.0047], [0.4118, -1.3987, 2.9227], [0.1124, -0.6894, 1.7542], [-0.2627, 0.5316, 2.1780], [-0.6085, 1.4006, 4.0621], [0.2405, -0.8173, 5.0713], [0.7947, -2.4243, 2.8870], [-0.4888, 1.3797, 1.5453]], "mulliken_charge": [-0.7720, 0.7410, 0.3632, 0.3448, 0.3496, -0.0933, -0.2743, 0.3331, 0.8695, -1.1382, -1.1619, 0.4198, 0.4008, 0.3317, 0.3100, 0.2588, 0.3016, -1.1690, 0.4176, 0.3661, 0.3509, 1.0267, -1.3687, -1.1889, 0.3758, 0.4279, 0.3200, -1.1821, 0.2747, 0.4036, 0.4328, 0.4016, 0.3875, 0.3163, -0.4136, -0.0220, -0.6856, -0.5724, 0.7365, -1.1110, 0.2632, 0.4436, 0.4814, 0.7030], "multiplicity": 4, "gap_ev": [3.94, 3.98], "s2": 3.753, "total_charge": 2, "e_homo_ev": [-13.845, -13.874], "molar_mass_g_mol": 592.90}